DFT (ωB97M-V/def2-TZVPD) results for C4H4Cl2S in the gas phase at a distorted geometry.

The SMILES is ClC1(Cl)CC=CS1. Its highest occupied orbital energy is -8.683 eV.

Last column: natural (NBO) charge in e.
Cartesian coordinates (Å):
C 1.236 0.098 0.270  -0.241
C 0.747 1.346 0.278  -0.373
C 0.270 -0.872 -0.367  -0.430
C -1.226 -0.141 -0.233  -0.231
S -0.897 1.701 -0.131  0.312
Cl -2.314 -0.616 -1.463  0.052
Cl -1.854 -0.683 1.337  -0.021
H 2.269 -0.226 0.731  0.244
H 1.187 2.280 0.729  0.236
H 0.402 -1.155 -1.372  0.226
H 0.182 -1.731 0.221  0.226

=====

DFT (ωB97M-V/def2-TZVPD) results for C28H34Br2IrN5O3S4 as an isolated structure.

Its charge is +1. The spin multiplicity is 6. Its highest occupied orbital energy (alpha / beta) is -9.334 / -10.651 eV.

Last column: Löwdin charge in e.
Cartesian coordinates (Å):
Ir 0.184 0.015 0.420  0.776
Br -3.654 -3.803 0.304  0.896
C -3.540 -2.295 -0.767  -0.572
C -4.488 -2.049 -1.748  -0.149
C -4.388 -0.932 -2.561  -0.593
Br -5.719 -0.646 -3.827  0.902
C -3.290 -0.004 -2.451  -0.170
C -3.097 1.114 -3.277  0.003
C -1.988 1.901 -3.082  0.005
C -1.081 1.572 -2.072  -0.075
N -1.255 0.531 -1.274  0.018
C -2.340 -0.242 -1.456  -0.126
C -2.461 -1.375 -0.538  -0.375
O -1.638 -1.500 0.379  -0.191
H -5.316 -2.732 -1.873  0.107
H -3.811 1.342 -4.054  0.093
H -1.800 2.767 -3.699  0.124
H -0.190 2.158 -1.912  0.115
C 3.750 0.330 3.723  -0.068
C 4.403 1.115 2.597  -0.230
N 3.562 2.208 2.103  -0.103
C 3.654 3.503 2.787  -0.181
C 2.488 3.769 3.725  -0.056
C 2.680 2.048 1.131  -0.664
S 2.502 0.455 0.399  0.606
N 2.062 3.140 0.694  0.116
C 0.798 3.201 0.337  -0.471
O -0.102 2.361 0.615  -0.198
C 0.378 4.429 -0.412  -0.150
C 1.325 5.330 -0.889  -0.020
C 0.924 6.449 -1.600  -0.067
C -0.426 6.682 -1.826  -0.074
C -1.375 5.791 -1.344  -0.073
C -0.974 4.665 -0.643  -0.042
H 4.385 -0.508 4.012  0.080
H 2.787 -0.067 3.399  0.036
H 3.593 0.950 4.605  0.073
H 4.645 0.460 1.761  0.070
H 5.336 1.570 2.932  0.122
H 3.716 4.279 2.025  0.121
H 4.592 3.491 3.341  0.120
H 1.556 3.857 3.169  0.067
H 2.657 4.703 4.258  0.082
H 2.384 2.974 4.462  0.067
H 2.373 5.140 -0.701  0.111
H 1.663 7.144 -1.974  0.108
H -0.738 7.561 -2.373  0.107
H -2.427 5.978 -1.510  0.105
H -1.701 3.962 -0.260  0.111
C -2.030 2.329 3.106  -0.034
O -2.644 1.026 3.267  -0.141
C -1.893 -0.035 3.184  -1.272
S -2.417 -1.555 3.484  0.782
S -0.204 -0.015 2.829  0.695
H -2.862 3.024 3.129  0.104
H -1.495 2.376 2.157  0.050
H -1.362 2.509 3.947  0.099
C 0.919 -3.410 4.164  -0.079
C 0.288 -4.144 2.988  -0.230
N 0.287 -3.376 1.751  0.005
C 1.313 -3.255 0.903  -0.758
S 1.164 -2.321 -0.525  0.623
N 2.448 -3.898 1.196  0.017
C 3.716 -3.752 0.489  -0.246
C 4.674 -2.861 1.258  -0.072
H 0.875 -4.024 5.063  0.083
H 0.388 -2.481 4.356  0.026
H 1.965 -3.167 3.971  0.068
H -0.753 -4.385 3.202  0.113
H 0.783 -5.102 2.806  0.117
H -0.537 -2.830 1.517  0.049
H 2.493 -4.374 2.083  0.123
H 3.496 -3.329 -0.489  0.069
H 4.129 -4.751 0.337  0.121
H 4.224 -1.882 1.415  0.036
H 5.597 -2.732 0.697  0.083
H 4.930 -3.288 2.229  0.077

=====

DFT (ωB97M-V/def2-TZVPD) results for C2H3Cl2N4 as an isolated structure at a distorted geometry.

Its charge is +1. Its highest occupied orbital energy is -15.253 eV.

Last column: natural (NBO) charge in e.
Cartesian coordinates (Å):
C 0.626 0.082 -0.331  0.636
C -1.402 -0.380 0.188  0.255
N -0.055 0.339 -1.402  -0.236
N -1.258 0.084 -1.203  0.016
N -0.154 -0.376 0.714  -0.601
N 1.915 0.279 -0.266  -0.675
Cl -2.662 -1.410 0.694  0.220
Cl -2.065 1.564 0.296  0.003
H 0.050 -0.884 1.611  0.487
H 2.625 0.579 -0.927  0.470
H 2.382 0.124 0.626  0.425

=====

DFT (ωB97M-V/def2-TZVPD) results for a 2-piece molecular cluster, C3H9O overall.

Its charge is -1. Its highest occupied orbital energy is -2.246 eV.

Last column: natural (NBO) charge in e.
Cartesian coordinates (Å):
O 1.022 2.912 1.183  -1.350
H 1.830 3.302 0.807  0.389
C -0.912 -1.446 -0.875  -0.601
C -0.589 -0.070 -0.292  -0.387
C 0.642 -0.066 0.604  -0.659
H -1.116 -2.177 -0.088  0.184
H -1.787 -1.425 -1.531  0.184
H -0.065 -1.831 -1.447  0.187
H -0.465 0.632 -1.119  0.195
H -1.434 0.306 0.290  0.189
H 0.861 0.980 0.899  0.336
H 1.520 -0.445 0.069  0.166
H 0.493 -0.673 1.501  0.167

=====

DFT (ωB97M-V/def2-TZVPD) results for CH5N3O3 as an isolated structure at a distorted geometry.

Its highest occupied orbital energy is -9.284 eV.

Last column: natural (NBO) charge in e.
Cartesian coordinates (Å):
C -0.191 0.009 0.062  0.443
H 2.101 -0.777 0.557  0.478
H -0.412 -1.730 0.366  0.391
H 1.691 0.177 -0.334  0.386
H 0.012 2.078 -0.951  0.473
H -3.024 -0.005 0.887  0.475
N 0.267 -1.243 -0.226  -0.321
N 0.983 0.648 0.283  -0.344
N -1.372 0.465 -0.040  -0.308
O 1.683 -1.299 -0.205  -0.535
O 0.795 2.040 -0.179  -0.588
O -2.533 -0.364 -0.220  -0.550

=====

Electronic energy: -40091.7568, -229439.4932, -33118.0636, -5303.8801, -11721.3954 (eV)
ΔE to the lowest compared entry with this formula, charge and spin: 2.9, 0.0, 14.3, 0.4, 169.2 (kcal per mole)